# 1
{"formula": "C30H58O22", "method": "ωB97M-V/def2-TZVPD", "lumo_energy_ev": [-2.43, -8.77], "multiplicity": 2, "homo_lumo_gap_ha": [0.359, 0.127], "molar_mass_g_mol": 770.8, "e_tot_ev": -77080.499, "total_charge": 1, "homo_ev": [-12.21, -12.21], "largest_force_ev_per_a": 6.64, "symbols": ["C", "O", "C", "O", "O", "C", "H", "H", "H", "H", "H", "H", "C", "O", "C", "O", "O", "C", "H", "H", "H", "H", "H", "H", "C", "O", "C", "O", "O", "C", "H", "H", "H", "H", "H", "H", "C", "O", "C", "O", "O", "C", "H", "H", "H", "H", "H", "H", "C", "O", "C", "O", "O", "C", "H", "H", "H", "H", "H", "H", "C", "O", "C", "O", "O", "C", "H", "H", "H", "H", "H", "H", "C", "C", "C", "O", "C", "H", "H", "H", "H", "H", "H", "H", "H", "C", "C", "C", "O", "C", "H", "H", "H", "H", "H", "H", "H", "H", "O", "C", "O", "C", "C", "C", "H", "H", "H", "H", "H", "H"], "xyz": [[-2.31, -1.24, 7.07], [-1.17, -2.03, 6.57], [-0.24, -1.72, 5.63], [0.12, -0.63, 5.31], [0.22, -2.92, 5.15], [1.32, -3.05, 4.27], [-2.83, -1.75, 7.88], [-2.91, -1.03, 6.18], [-1.91, -0.35, 7.57], [0.99, -3.20, 3.25], [1.94, -3.87, 4.63], [2.02, -2.22, 4.28], [-5.71, -3.59, -2.36], [-5.08, -3.03, -1.18], [-5.46, -3.31, 0.04], [-6.42, -3.99, 0.45], [-4.70, -2.65, 0.95], [-3.39, -2.32, 0.70], [-6.73, -3.23, -2.50], [-5.74, -4.68, -2.33], [-5.05, -3.39, -3.20], [-2.78, -2.34, 1.60], [-3.43, -1.49, 0.00], [-3.05, -3.18, 0.13], [-2.13, -4.12, -5.07], [-0.94, -4.04, -4.20], [-1.21, -3.98, -2.88], [-2.34, -3.90, -2.29], [0.03, -4.13, -2.29], [0.25, -3.50, -1.05], [-2.12, -5.17, -5.38], [-1.82, -3.43, -5.86], [-3.07, -3.91, -4.58], [0.25, -4.18, -0.20], [-0.47, -2.77, -0.68], [1.22, -3.01, -1.09], [5.88, 5.94, -3.47], [5.44, 4.90, -2.57], [4.22, 4.88, -2.13], [3.49, 5.86, -1.99], [3.94, 3.70, -1.85], [2.72, 3.40, -1.12], [5.36, 6.85, -3.16], [5.80, 5.80, -4.55], [6.93, 6.17, -3.30], [2.32, 4.22, -0.52], [2.99, 2.57, -0.46], [2.03, 2.84, -1.74], [4.80, 0.96, 1.38], [4.32, 1.26, 2.70], [4.88, 0.73, 3.86], [5.98, 0.15, 3.91], [4.02, 0.79, 4.95], [2.69, 1.23, 4.83], [5.86, 0.78, 1.58], [4.82, 1.86, 0.76], [4.29, 0.10, 0.96], [2.10, 0.61, 4.15], [2.69, 2.29, 4.58], [2.20, 1.15, 5.79], [-5.61, 0.56, 2.67], [-4.57, 1.50, 2.98], [-4.55, 2.66, 2.44], [-5.43, 3.08, 1.65], [-3.29, 3.29, 2.66], [-2.94, 4.68, 2.51], [-6.22, 0.76, 1.79], [-6.35, 0.60, 3.47], [-5.22, -0.43, 2.47], [-3.41, 5.05, 1.60], [-1.86, 4.81, 2.46], [-3.24, 5.25, 3.39], [-0.66, 0.87, -3.21], [-2.13, 1.14, -3.24], [-2.79, -0.19, -2.85], [-1.65, -1.05, -2.61], [-0.58, -0.61, -3.40], [-0.20, 1.07, -2.24], [-0.18, 1.55, -3.91], [-2.40, 1.58, -4.20], [-2.34, 1.81, -2.40], [-3.41, -0.64, -3.62], [-3.42, -0.06, -1.97], [-0.81, -0.92, -4.41], [0.32, -1.13, -3.06], [-0.12, -0.31, 1.31], [-0.39, 1.12, 1.25], [0.96, 1.70, 1.55], [1.91, 0.77, 0.96], [1.18, -0.40, 0.47], [-0.85, -0.98, 0.85], [0.23, -0.59, 2.31], [-1.23, 1.38, 1.89], [-0.61, 1.48, 0.24], [1.11, 1.84, 2.61], [1.25, 2.64, 1.09], [1.70, -1.35, 0.60], [0.98, -0.24, -0.59], [3.48, -2.09, -1.36], [3.42, -1.38, -2.34], [3.15, -1.75, -3.59], [3.37, -0.79, -4.57], [3.28, 0.57, -3.81], [3.81, 0.08, -2.43], [2.58, -0.81, -5.32], [4.33, -0.78, -5.07], [2.23, 0.74, -3.59], [3.76, 1.38, -4.34], [3.41, 0.71, -1.64], [4.90, 0.07, -2.53]]}

---

# 2
{"formula": "C2H2N2O2S", "method": "ωB97M-V/def2-TZVPD", "lumo_energy_ev": 0.03, "smiles": "On1ocnc1=S", "homo_lumo_gap_ha": 0.339, "molar_mass_g_mol": 118.1, "e_tot_ev": -20012.383, "relative_energy_kcal_mol": 91.46, "homo_ev": -9.20, "largest_force_ev_per_a": 5.35, "symbols": ["O", "N", "O", "C", "N", "C", "S", "H", "H"], "xyz": [[-0.73, -0.95, 1.56], [-0.08, -0.62, 0.46], [1.13, 0.08, 0.60], [1.26, 0.54, -0.66], [0.30, 0.37, -1.47], [-0.73, -0.14, -0.54], [-2.29, 0.15, -0.79], [-1.20, -0.15, 1.67], [2.35, 0.74, -0.84]]}

---

# 3
{"formula": "C6H8N2S", "method": "ωB97M-V/def2-TZVPD", "lumo_energy_ev": [-0.65, -0.66], "homo_lumo_gap_ha": [0.266, 0.266], "molar_mass_g_mol": 140.2, "e_tot_ev": -20160.602, "relative_energy_kcal_mol": 148.48, "homo_ev": [-7.88, -7.89], "largest_force_ev_per_a": 5.89, "symbols": ["C", "C", "C", "C", "C", "C", "N", "N", "S", "H", "H", "H", "H", "H", "H", "H", "H"], "xyz": [[-1.82, 0.15, 0.99], [-1.68, 1.37, 0.23], [-1.57, -1.13, 0.45], [-1.02, 1.19, -0.99], [-0.86, -1.24, -0.79], [-0.37, -0.01, -1.33], [1.34, -0.01, -1.06], [3.44, -0.51, 0.85], [2.32, 0.51, 0.49], [-2.06, 0.25, 2.02], [-2.10, 2.26, 0.58], [-1.85, -1.97, 1.01], [-0.78, 2.12, -1.59], [-0.44, -2.19, -1.12], [1.33, -1.02, -1.11], [3.32, -1.07, 1.67], [2.80, 1.31, -0.30]]}